C4H6N2 | ωB97M-V with the def2-TZVPD basis set

## Properties
SMILES string ... C[C@H]1N[C@@H]1C#N
Energy above the lowest of the compared OMol25 structures with the same formula, charge and spin ... 194.6 kJ/mol
HOMO-LUMO gap ... 11.0 eV
E_HOMO ... -10.197 eV
Net charge ... 0
Energy ... -265.4615 Ha

```
12
C4H6N2 | the Open Molecules 2025 dataset | ωB97M-V with the def2-TZVPD basis set
C 0.38715 -0.79787 -1.24100
C 0.54682 0.18332 -0.19221
N -0.29273 1.34141 -0.18719
C -0.59384 0.28325 0.78265
C -0.33006 0.44759 2.15279
N -0.01480 0.50076 3.27333
H -0.71671 -1.00832 -1.22242
H 0.94341 -1.68156 -0.90692
H 0.81472 -0.48446 -2.21961
H 1.48501 0.41725 0.25726
H -0.95455 1.30804 -0.99653
H -1.27442 -0.50941 0.49986
```



C3H11N2S | ωB97M-V with the def2-TZVPD basis set

## Properties
Energy above the lowest of the compared OMol25 structures with the same formula, charge and spin ... 52.0 kJ/mol
HOMO-LUMO gap ... 6.6 eV
E_HOMO ... -2.523 eV
Net charge ... -1
Energy ... -628.5994 Ha

```
17
C3H11N2S | the Open Molecules 2025 dataset | ωB97M-V with the def2-TZVPD basis set
C -2.40719 0.79642 1.59026
S -0.73440 0.32064 2.11625
H -2.96969 -0.09429 1.28651
H -2.92000 1.24027 2.45277
H -2.33718 1.45956 0.72794
C 0.19909 -1.54771 -0.68015
N 1.09757 -0.71385 -1.51338
C 1.77804 0.26424 -0.65188
N 0.96021 1.42152 -0.38494
H -0.38747 -2.21543 -1.32001
H 0.76768 -2.14327 0.05266
H -0.44015 -0.91095 -0.05409
H 1.79404 -1.25471 -2.03808
H 2.74588 0.52097 -1.20844
H 2.07814 -0.15357 0.37108
H 0.46374 1.73306 -1.23543
H 0.31166 1.27710 0.48892
```



C25H52N2O7SSi2 | ωB97M-V with the def2-TZVPD basis set

## Properties
Energy above the lowest of the compared OMol25 structures with the same formula, charge and spin ... 150.3 kJ/mol
HOMO-LUMO gap (alpha / beta) ... 8.9 / 9.1 eV
Multiplicity ... 3
E_HOMO (alpha / beta) ... -8.515 / -9.204 eV
Net charge ... 0
Energy ... -2596.9597 Ha

```
89
C25H52N2O7SSi2 | the Open Molecules 2025 dataset | ωB97M-V with the def2-TZVPD basis set
C -8.01612 -0.64537 -0.19452
C -7.50670 -0.38256 0.86536
Si -6.78272 0.13604 2.55065
O -5.49159 1.24131 2.40421
Si -4.23258 0.63837 1.41322
O -2.97433 0.22785 2.45423
C -1.66975 0.26959 1.82652
C -0.85594 -1.07722 2.07847
O -0.00037 -1.21932 0.91131
C 0.10566 -2.59692 0.52000
C 0.90400 -2.66388 -0.85266
S -3.77107 2.23810 -0.00124
C -3.70331 1.50491 -1.69721
O -2.54400 2.96142 0.36255
O -4.94979 3.13174 -0.00437
H -8.71747 -0.95362 -0.99614
H -6.35561 -1.09439 3.25070
H -7.85885 0.83056 3.27800
H -4.78107 -0.50701 0.68500
H -1.67985 0.41105 0.71527
H -1.08854 1.07364 2.36351
H -0.19412 -1.01880 2.98052
H -1.51676 -1.98327 2.10496
H 0.68124 -3.16928 1.30364
H -0.91090 -3.07189 0.36978
H 2.00669 -2.74815 -0.68237
H 0.71564 -1.66615 -1.34596
H 0.53745 -3.49342 -1.50622
H -4.51431 1.96720 -2.32324
H -3.95554 0.40518 -1.64301
H -2.70100 1.64247 -2.18199
C -1.65006 5.28578 -1.21049
C -0.46417 5.23066 -2.20704
C 0.51548 6.38787 -1.92941
C 0.03790 7.74470 -2.43933
C -0.38219 7.65836 -3.90300
C -1.42266 6.55627 -4.15559
N -0.99439 5.23788 -3.60409
O -0.05214 4.75013 -4.40441
C -2.77549 6.98301 -3.54457
C -1.71336 6.48281 -5.66686
C 0.26363 3.91677 -1.85850
H -2.55521 4.85343 -1.64182
H -1.44756 4.71457 -0.30781
H -1.87646 6.29975 -0.87535
H 1.48132 6.17147 -2.40010
H 0.70905 6.45912 -0.85517
H -0.78618 8.11788 -1.82430
H 0.84586 8.47483 -2.33719
H -0.77700 8.62762 -4.22320
H 0.50971 7.47910 -4.51453
H -3.52014 6.19110 -3.64906
H -3.16608 7.86688 -4.05517
H -2.71827 7.25536 -2.49367
H -0.81445 6.30613 -6.25998
H -2.13841 7.42385 -6.02282
H -2.43267 5.69027 -5.89056
H -0.37420 3.04756 -2.04819
H 0.53737 3.89939 -0.80090
H 1.19319 3.79203 -2.41577
C 5.93149 -6.61863 1.66530
C 5.04393 -5.34723 1.64888
C 5.18512 -4.58600 2.98201
C 4.41723 -5.21251 4.14227
C 2.96516 -5.47180 3.75573
C 2.83450 -6.30389 2.47059
N 3.63372 -5.73572 1.34525
O 2.99902 -4.65819 0.90028
C 3.26694 -7.75822 2.75897
C 1.34185 -6.43314 2.11078
C 5.66277 -4.46536 0.54552
H 5.51874 -7.40214 1.02578
H 6.93492 -6.41677 1.28479
H 6.07011 -7.02679 2.66741
H 4.82706 -3.55811 2.85642
H 6.24179 -4.50958 3.25437
H 4.89993 -6.13902 4.46700
H 4.44786 -4.53838 5.00277
H 2.45596 -5.97629 4.58264
H 2.45720 -4.50816 3.63167
H 3.24865 -8.36050 1.84824
H 2.58593 -8.22725 3.47328
H 4.25671 -7.84458 3.20076
H 0.85192 -5.46490 1.99340
H 0.80040 -6.95956 2.89971
H 1.20842 -6.99902 1.18479
H 5.58147 -4.94301 -0.43602
H 6.72406 -4.29424 0.74196
H 5.20100 -3.47894 0.48949
```



C31H30N3 | ωB97M-V with the def2-TZVPD basis set

## Properties
Energy above the lowest of the compared OMol25 structures with the same formula, charge and spin ... 0.0 kJ/mol
HOMO-LUMO gap ... 6.0 eV
E_HOMO ... -9.796 eV
Net charge ... +1
Energy ... -1363.3091 Ha

```
64
C31H30N3 | the Open Molecules 2025 dataset | ωB97M-V with the def2-TZVPD basis set
C -0.53509 -4.83269 -1.29235
N -0.89062 -3.70701 -0.46514
C -0.16279 -2.54409 -0.35242
C -0.64150 -1.79116 0.70172
C 0.01117 -0.58404 1.19891
C -0.82508 0.14985 2.23679
C -2.17291 0.48172 2.05867
C -2.88538 1.07981 3.09094
C -2.25179 1.39661 4.29848
C -0.87450 1.20799 4.43378
C -0.16118 0.59712 3.39800
C -1.74769 -2.54151 1.28578
C -2.46627 -2.49687 2.47658
C -3.40064 -3.49180 2.78219
C -3.55666 -4.62626 1.96072
C -2.73941 -4.77081 0.82049
C -1.91101 -3.70467 0.49256
H -1.32109 -5.59179 -1.20304
H -0.44050 -4.52348 -2.34243
H 0.42141 -5.27138 -0.95821
H 0.66265 -2.31828 -1.00891
H 0.94586 -0.89092 1.71701
H -2.66350 0.22798 1.11583
H -3.93534 1.34708 2.93307
H -2.83604 1.82888 5.11363
H -0.34809 1.57553 5.32417
H 0.92382 0.53195 3.46013
H -2.28597 -1.72504 3.19508
H -4.01852 -3.42375 3.67131
H -4.29834 -5.40114 2.22022
H -2.76055 -5.68103 0.21568
C 3.49762 1.16525 -0.22295
N 2.39474 0.67189 -1.03105
C 1.09606 1.13266 -0.83015
H 0.32674 0.05753 0.36838
C 0.92713 2.51772 -0.36566
C 1.29408 3.52682 -1.27157
C 1.25006 4.84156 -0.85097
C 0.81442 5.18375 0.43094
C 0.41747 4.19249 1.31317
C 0.49295 2.86135 0.92164
N 0.37936 0.71233 -1.94553
C -0.99157 1.12457 -2.19152
C 1.26618 0.27273 -2.92569
C 2.54781 0.24339 -2.34933
C 3.70969 0.23333 -3.09999
C 3.53844 0.23171 -4.48522
C 2.26209 0.23147 -5.07079
C 1.09350 0.24192 -4.29749
H 4.42871 0.70529 -0.56900
H 3.56825 2.26629 -0.37063
H 3.28334 0.93395 0.83711
H 1.61840 3.26183 -2.28585
H 1.55756 5.60222 -1.54711
H 0.76390 6.21968 0.73616
H 0.04835 4.40878 2.31396
H 0.19635 2.05623 1.59190
H -1.28391 0.69046 -3.14964
H -1.63072 0.76675 -1.37711
H -1.05543 2.21897 -2.24332
H 4.67895 0.22992 -2.61434
H 4.40942 0.23660 -5.12502
H 2.17850 0.24985 -6.15543
H 0.08715 0.20392 -4.71716
```